1:
DFT (the ωB97M-V functional and the def2-TZVPD basis) results for a molecular structure, C35H30Br2HgN7O3S4.

Positions of all 82 atoms, in Å:
Hg 1.45819 -0.98248 -1.54114
O 6.07831 -2.00953 0.07898
C 6.78768 -1.17468 -0.69709
C 8.18214 -1.25027 -0.67087
C 8.94504 -0.40822 -1.46085
C 8.32646 0.52281 -2.28851
C 6.94251 0.59648 -2.31364
C 6.15027 -0.23683 -1.53082
C 4.65519 -0.15064 -1.53933
O 4.02136 -0.95149 -0.74652
N 4.13038 0.71973 -2.35209
N 2.75734 0.75515 -2.32384
C 2.22854 1.84814 -2.83245
C 0.84366 2.08297 -2.86563
C 0.30351 3.24721 -3.48823
C -1.04566 3.42793 -3.55353
C -1.90302 2.44205 -3.00009
C -1.30408 1.34681 -2.39980
N 0.00352 1.15465 -2.29377
H 5.10842 -1.76751 -0.15349
H 8.64059 -1.98669 -0.02294
H 10.02656 -0.48044 -1.43365
H 8.91898 1.18341 -2.90952
H 6.42930 1.30710 -2.94754
H 2.89875 2.60230 -3.24114
H 0.98653 3.96769 -3.92501
H -1.45723 4.30453 -4.04255
H -2.97823 2.51255 -3.07876
H -1.91776 0.54963 -1.98464
Br 2.08540 2.76568 4.50417
C 1.83968 1.73161 2.92862
C 1.21436 2.29179 1.83264
C 1.05292 1.47826 0.71914
N 1.47248 0.22471 0.67967
C 2.08895 -0.30444 1.73264
C 2.28805 0.42716 2.90246
C 2.53010 -1.72905 1.61870
C 3.38149 -2.31205 2.55436
C 3.72462 -3.63557 2.36317
Br 4.89458 -4.47407 3.60116
C 3.23826 -4.34989 1.28655
C 2.40299 -3.67266 0.40617
N 2.06699 -2.40604 0.57451
H 0.86195 3.31256 1.83430
H 0.57574 1.83770 -0.18693
H 2.76302 -0.00306 3.76995
H 3.79684 -1.75795 3.38108
H 3.50650 -5.38173 1.11775
H 2.00592 -4.15128 -0.48358
S -0.99906 -4.64837 -3.36191
C -0.14242 -3.35885 -2.72567
S 1.48789 -2.99653 -3.19544
S -0.80671 -2.31278 -1.50761
C -4.84634 3.15289 2.26670
C -5.28137 2.22699 1.13588
C -4.09918 1.60633 0.39817
N -3.34078 0.70760 1.25105
C -2.87357 -0.52895 0.99249
S -1.66115 -1.18020 1.92562
N -3.43033 -1.21985 -0.06891
C -4.76026 -1.28333 -0.44184
O -5.10072 -1.55407 -1.57248
C -5.79791 -1.04311 0.62351
C -7.04747 -0.59209 0.21098
C -8.05047 -0.36954 1.13939
C -7.81346 -0.61720 2.48599
C -6.57690 -1.09535 2.89648
C -5.56689 -1.30826 1.96910
H -5.70598 3.62995 2.73904
H -4.18522 3.93943 1.89636
H -4.31344 2.60606 3.04670
H -5.87589 2.78721 0.40978
H -5.91760 1.43237 1.53017
H -3.42682 2.39751 0.04893
H -4.42791 1.07048 -0.48977
H -2.86244 1.12128 2.03698
H -2.76227 -1.77029 -0.63709
H -7.21030 -0.42100 -0.84487
H -9.01751 -0.00611 0.81561
H -8.59621 -0.44485 3.21454
H -6.39463 -1.30622 3.94235
H -4.60477 -1.68524 2.29166

The multiplicity is 2. The HOMO energy (spin up / spin down) is -0.00025 / -0.04751 hartree. The expectation value of S² is 0.779. As for the charge: -2. For the gap between HOMO and LUMO (spin up / spin down), the calculation gives 3.441 / 4.726 eV. For the lowest unoccupied orbital energy (spin up / spin down), the calculation gives 3.4 / 3.4 eV.

Mulliken population analysis, charges in e, atoms 1 to 5: Hg 1.823; O -0.685; C 0.054; C -0.591; C -0.269

=====

2:
DFT (the ωB97M-V functional and the def2-TZVPD basis) results for a molecular structure, C35H30Br2HgN7O3S4.

Positions of all 82 atoms, in Å:
Hg -2.56063 -0.33282 -0.15069
O 1.52787 1.94752 -2.74686
C 2.31527 0.83958 -2.62826
C 3.54437 0.81285 -3.28800
C 4.38468 -0.27956 -3.19434
C 3.99494 -1.37101 -2.42986
C 2.77430 -1.33965 -1.77787
C 1.90017 -0.25199 -1.85426
C 0.60397 -0.27775 -1.07186
O -0.12529 0.75901 -1.01957
N 0.38493 -1.42978 -0.47888
N -0.75906 -1.46793 0.28776
C -0.86667 -2.58575 1.01243
C -1.89659 -2.82046 1.94029
C -1.97414 -4.04356 2.66665
C -2.99627 -4.24114 3.55276
C -3.96737 -3.23595 3.72867
C -3.81908 -2.07135 2.99097
N -2.82249 -1.83647 2.15037
H 2.03460 2.62091 -3.21329
H 3.83841 1.67919 -3.87369
H 5.33798 -0.27255 -3.70990
H 4.63860 -2.23743 -2.33725
H 2.44727 -2.17514 -1.17458
H -0.08534 -3.33020 0.88406
H -1.22632 -4.80955 2.49216
H -3.06512 -5.17361 4.10335
H -4.81112 -3.36477 4.39270
H -4.55024 -1.27152 3.07764
Br -1.44756 -2.84580 -7.15473
C -1.64948 -2.09022 -5.41994
C -1.78811 -2.91632 -4.32457
C -1.94819 -2.29901 -3.09022
N -1.95828 -0.98541 -2.92735
C -1.81320 -0.20432 -3.99106
C -1.66063 -0.71857 -5.27854
C -1.79968 1.26629 -3.74114
C -1.13660 2.14024 -4.60036
C -1.10903 3.47228 -4.24658
Br -0.15732 4.70514 -5.34452
C -1.72341 3.91558 -3.09379
C -2.38261 2.95820 -2.33037
N -2.42476 1.67765 -2.64947
H -1.78141 -3.99234 -4.41560
H -2.07668 -2.88679 -2.18829
H -1.57920 -0.07526 -6.14232
H -0.60833 1.79059 -5.47519
H -1.69192 4.95215 -2.79141
H -2.88807 3.23763 -1.41151
S -7.30279 -0.37448 -0.84010
C -5.64294 -0.63572 -0.75700
S -4.67793 0.74699 -0.22208
S -4.86435 -2.12212 -1.02775
C 1.14158 -2.03051 3.21845
C 0.59331 -0.83882 3.99752
C -0.29432 0.07813 3.16895
N 0.48883 0.75321 2.15020
C 0.15792 1.91736 1.59886
S -1.20998 2.77964 1.93214
N 1.10133 2.39129 0.65004
C 2.44000 2.51590 0.85349
O 3.23789 2.65528 -0.05931
C 2.93387 2.54034 2.27800
C 4.13251 1.89496 2.55640
C 4.64469 1.89892 3.84487
C 3.97327 2.57260 4.85671
C 2.78965 3.24107 4.57390
C 2.26580 3.22205 3.28947
H 1.75412 -2.66673 3.86072
H 1.76741 -1.72248 2.37690
H 0.32525 -2.62868 2.80904
H 1.41350 -0.24740 4.41958
H -0.00160 -1.20165 4.83964
H -0.73697 0.85518 3.79216
H -1.11879 -0.46889 2.69767
H 1.16762 0.20316 1.64175
H 0.75692 2.28524 -0.31785
H 4.64895 1.39226 1.74857
H 5.56894 1.37679 4.06025
H 4.37215 2.57743 5.86394
H 2.26523 3.77281 5.35814
H 1.33181 3.72603 3.07308

The multiplicity is 2. The HOMO energy (spin up / spin down) is -0.01188 / -0.04910 hartree. The expectation value of S² is 0.773. As for the charge: -2. For the gap between HOMO and LUMO (spin up / spin down), the calculation gives 3.853 / 4.866 eV. For the lowest unoccupied orbital energy (spin up / spin down), the calculation gives 3.5 / 3.5 eV.

Mulliken population analysis, charges in e, atoms 1 to 5: Hg 0.912; O -0.137; C 1.195; C -0.871; C -0.610

=====

The least stable of them is 2.

=====

1:
DFT (the ωB97M-V functional and the def2-TZVPD basis) results for 3 unconnected molecules or ions with the total composition C2H10NO2S.

Positions of all 16 atoms, in Å:
C 0.94416 0.52972 0.83893
C 1.95153 -0.09124 1.79879
S 1.17492 -1.15011 3.05863
N 0.09216 -0.50485 0.14987
H 0.25788 1.19420 1.37409
H 1.46978 1.12762 0.09356
H 2.68582 -0.62901 1.18014
H 2.49990 0.72366 2.28564
H 0.51222 -1.38002 0.47169
H -0.73639 -0.55809 0.74402
H -3.62849 -0.31140 -1.35668
H -2.75568 0.72001 -2.07790
O -3.62795 0.60420 -1.65859
H -0.07566 0.20608 -1.61789
H -0.38589 -0.71536 -2.72548
O -0.37831 0.23460 -2.55883

The HOMO energy is -0.10265 hartree. As for the charge: -1. For the gap between HOMO and LUMO, the calculation gives 6.298 eV. For the lowest unoccupied orbital energy, the calculation gives 3.5 eV.

Mulliken population analysis, charges in e, atoms 1 to 5: C -0.461; C -0.845; S -0.638; N -0.621; H 0.263

=====

2:
DFT (the ωB97M-V functional and the def2-TZVPD basis) results for 3 unconnected molecules or ions with the total composition C2H10NO2S.

Positions of all 16 atoms, in Å:
C 0.39482 1.26554 0.99028
C 1.09360 1.14689 -0.47139
S 0.85198 -0.39138 -1.33282
N 0.64534 0.15421 1.87436
H -0.71152 1.51784 0.88056
H 0.86625 2.07290 1.38597
H 2.13662 1.27472 -0.24250
H 0.82574 2.07234 -0.92276
H 1.68570 0.00646 1.91383
H 0.38241 -0.76431 1.48376
H -0.75888 0.04260 5.13119
H -0.19294 0.13402 3.73091
O -1.00448 0.18300 4.24984
H -2.24952 -3.39810 -5.67594
H -2.21888 -2.31570 -6.62479
O -1.74625 -3.00102 -6.37051

The HOMO energy is -0.08790 hartree. As for the charge: -1. For the gap between HOMO and LUMO, the calculation gives 5.556 eV. For the lowest unoccupied orbital energy, the calculation gives 3.2 eV.

Mulliken population analysis, charges in e, atoms 1 to 5: C -0.794; C -0.757; S -0.650; N -0.557; H 0.248

=====

The least stable of them is 2.

=====

1:
DFT (the ωB97M-V functional and the def2-TZVPD basis) results for C6H9NS in the gas phase.

Positions of all 17 atoms, in Å:
S 2.53979 0.15579 -0.04294
C 0.99569 -0.64306 0.49858
C 0.11492 -1.20703 -0.68592
C -1.14781 -0.36479 -0.52094
C -0.79548 1.07784 -0.86714
C -0.11355 1.55869 0.15962
C 0.03758 0.42565 1.14188
N -1.31771 -0.19037 0.95680
H 1.87658 0.96077 -0.87608
H 1.23060 -1.40302 1.15124
H 0.56381 -1.17932 -1.65484
H -0.16759 -2.25402 -0.37319
H -2.07615 -0.70864 -0.94674
H -1.11624 1.63167 -1.73290
H 0.43384 2.49454 0.17775
H 0.29102 0.75226 2.19092
H -1.34929 -1.10693 1.42389

Its SMILES is S[C@@H]1C[C@@H]2C=C[C@H]1N2. The HOMO energy is -0.32005 hartree. As for the charge: 0. For the gap between HOMO and LUMO, the calculation gives 9.599 eV. For the lowest unoccupied orbital energy, the calculation gives 0.9 eV.

Mulliken population analysis, charges in e, atoms 1 to 5: S -0.208; C -0.331; C -0.895; C 0.133; C -0.438

=====

2:
DFT (the ωB97M-V functional and the def2-TZVPD basis) results for C6H9NS in the gas phase.

Positions of all 17 atoms, in Å:
C 2.54668 1.88162 -0.73547
C 2.44177 0.78266 -0.04775
N 2.45348 -0.23808 0.65720
C 1.81301 -1.43857 0.69346
S 0.50688 -1.76301 -0.53744
C -0.87492 -0.78017 0.23146
C -1.83709 -0.29406 -0.51666
C -3.05264 0.35996 0.09508
H 1.83126 2.77013 -0.59584
H 3.36250 1.94984 -1.42264
H 2.50321 -2.29644 0.32275
H 1.30452 -1.60220 1.56322
H -1.02227 -0.77224 1.19514
H -1.72953 -0.16149 -1.65725
H -3.25527 1.38507 -0.28157
H -3.94903 -0.29265 -0.17994
H -3.04257 0.50963 1.21623

Its SMILES is C=C=NCS/C=C/C. The HOMO energy is -0.30763 hartree. As for the charge: 0. For the gap between HOMO and LUMO, the calculation gives 9.215 eV. For the lowest unoccupied orbital energy, the calculation gives 0.8 eV.

Mulliken population analysis, charges in e, atoms 1 to 5: C -1.014; C 0.829; N -0.455; C -0.368; S -0.106

=====

3:
DFT (the ωB97M-V functional and the def2-TZVPD basis) results for a molecular structure, C6H9NS.

Positions of all 17 atoms, in Å:
C -1.15862 -1.32028 1.03792
C -0.99721 -0.20382 0.06963
C -0.04666 1.00425 0.40307
C 1.30083 0.32449 0.62458
C 0.00260 -0.31566 -1.13191
C 0.00910 1.21325 -1.13803
H -0.23255 -1.80919 1.34970
H -1.97883 0.15887 -0.24247
H -0.31931 1.77271 1.11782
H 2.13689 1.02293 0.55752
H 1.37443 -0.20067 1.58391
H 1.39866 -1.59033 -0.22570
H -0.23012 -0.93513 -2.02491
H -0.90300 1.66238 -1.51842
H 0.88990 1.69725 -1.54886
N 1.31121 -0.61777 -0.53923
S -2.55734 -1.86327 1.62537

The HOMO energy is -0.31716 hartree. As for the charge: 0. For the gap between HOMO and LUMO, the calculation gives 8.384 eV. For the lowest unoccupied orbital energy, the calculation gives -0.2 eV.

Mulliken population analysis, charges in e, atoms 1 to 5: C -0.583; C 0.259; C -0.313; C -0.727; C -0.287

=====

The least stable of them is 2.

=====

1:
DFT (the ωB97M-V functional and the def2-TZVPD basis) results for a gas-phase ion, C2H8N5O (charge +1).

Positions of all 16 atoms, in Å:
H -1.62182 1.95896 -0.97320
N -1.19670 1.08715 -0.67083
C -0.02232 1.21412 -0.23911
O 0.65797 2.34132 -0.14374
C 0.72860 -0.05172 0.21216
N 1.52623 0.23802 1.33342
N -0.25842 -1.15151 0.43124
N -1.07020 -1.52565 -0.52525
N -0.94590 -1.06626 -1.65747
H -1.64114 -1.36295 -2.33939
H 1.50903 2.23088 0.31080
H 1.35753 -0.37419 -0.62994
H 2.20685 -0.46042 1.59390
H 1.01185 0.57396 2.13784
H -0.41449 -1.48081 1.37616
H -1.82707 -2.17089 -0.21659

Its SMILES is [H]/N=C(\O)[C@@H](N)N/[NH+]=N/[H]. The HOMO energy is -0.50850 hartree. As for the charge: +1. For the gap between HOMO and LUMO, the calculation gives 9.208 eV. For the lowest unoccupied orbital energy, the calculation gives -4.6 eV.

Mulliken population analysis, charges in e, atoms 1 to 5: H 0.287; N -0.548; C 0.361; O -0.487; C 0.292

=====

2:
DFT (the ωB97M-V functional and the def2-TZVPD basis) results for a gas-phase ion, C2H8N5O (charge +1).

Positions of all 16 atoms, in Å:
H -0.57029 0.28099 3.29671
N 0.06286 -0.15012 2.51040
N 0.27958 0.67681 1.62812
N -0.15116 1.91438 1.48933
C 1.04520 0.17719 0.59333
O 1.17910 1.01661 -0.50938
C 0.41091 -0.05673 -0.72140
N 0.66883 -1.11571 -1.57298
N -0.65577 -1.69307 -2.14823
H 0.24196 2.57034 0.66758
H -0.68235 2.29058 2.21674
H 1.94457 -0.51022 0.89765
H -0.60343 0.26224 -0.86532
H 1.27793 -1.79951 -1.12129
H -0.43469 -2.57423 -2.56878
H -0.83777 -1.20155 -2.99151

Its SMILES is [H]/N=[N+](\N)[C@@H]1O[C@H]1NN. The HOMO energy is -0.47376 hartree. As for the charge: +1. For the gap between HOMO and LUMO, the calculation gives 7.755 eV. For the lowest unoccupied orbital energy, the calculation gives -5.1 eV.

Mulliken population analysis, charges in e, atoms 1 to 5: H 0.306; N -0.754; N 1.059; N -0.542; C 0.169

=====

The least stable of them is 2.